[1]
122
Properties=species:S:1:pos:R:3 method="wB97M-V/def2-TZVPD" multiplicity=2 molar_mass_g_mol=1188.81 max_force_ev_per_a=0.583 total_charge=0 s2=0.753 orbital_gap_ha="0.2922 / 0.2454" e_tot_ev=-275011.53485 relative_energy_kj_mol=0.0 lumo_energy_ev="0.3 / -1.5"
Sc -0.8571 0.2606 0.0639
Br -4.0414 -0.6035 3.7873
C -2.4343 -0.2189 4.7124
C -2.5004 -0.1918 6.0994
C -1.3513 0.0358 6.8433
C -0.1303 0.1971 6.2046
C -0.0648 0.1346 4.8203
C -1.2173 -0.0434 4.0566
C -1.0623 0.0185 2.5713
O -1.8707 0.6994 1.8742
O -0.0844 -0.5521 2.0185
H -3.4518 -0.3431 6.5898
H -1.4155 0.0798 7.9228
H 0.7679 0.3658 6.7836
H 0.8836 0.2320 4.3012
C 1.7608 -2.4673 4.7429
C 0.7490 -3.0554 3.8080
C 1.1704 -3.6200 2.6059
C 0.2804 -4.2724 1.7805
C -1.0596 -4.3341 2.1386
C -1.5122 -3.7307 3.2979
C -0.6007 -3.1004 4.1281
S -2.1464 -5.3402 1.1669
O -3.3691 -5.5264 1.8988
O -1.3403 -6.4477 0.7421
N -2.5301 -4.5048 -0.1846
C -3.7717 -3.7606 -0.2879
C -3.7931 -2.3447 0.3099
C -2.7230 -1.3891 -0.1577
O -2.9699 -0.1880 -0.4534
O -1.5100 -1.7836 -0.1282
H 2.4440 -3.2453 5.0800
H 1.2886 -2.0075 5.6239
H 2.3538 -1.7002 4.2428
H 2.2181 -3.5817 2.3300
H 0.6301 -4.7708 0.8861
H -2.5588 -3.7927 3.5685
H -0.9477 -2.6448 5.0510
H -1.7284 -4.0068 -0.5533
H -4.5528 -4.3500 0.1882
H -3.9990 -3.7212 -1.3516
H -3.6481 -2.4087 1.3934
H -4.7719 -1.8954 0.1385
C 2.7867 -0.1861 1.6531
Ge 2.1651 -0.3542 -0.1981
C 2.4327 -2.2149 -0.7890
C 1.4126 -3.1528 -0.9134
C 1.6854 -4.4554 -1.3136
C 2.9904 -4.8319 -1.5963
C 4.0175 -3.9036 -1.4842
C 3.7400 -2.6025 -1.0884
C 3.3077 0.7860 -1.3060
C 4.1036 1.6858 -0.6418
C 4.9638 2.5695 -1.3297
C 5.0128 2.5474 -2.6906
C 4.2115 1.6390 -3.4264
C 4.2405 1.6225 -4.8421
C 3.4503 0.7624 -5.5487
C 2.5974 -0.1292 -4.8659
C 2.5559 -0.1381 -3.5009
C 3.3526 0.7478 -2.7349
H 3.8729 -0.3037 1.6438
H 2.3316 -0.9853 2.2342
H 2.5236 0.7760 2.0931
H 0.3949 -2.8600 -0.6903
H 0.8809 -5.1776 -1.3939
H 3.2070 -5.8464 -1.9055
H 5.0367 -4.1918 -1.7093
H 4.5506 -1.8837 -1.0233
H 4.0738 1.7377 0.4402
H 5.5751 3.2660 -0.7695
H 5.6586 3.2285 -3.2327
H 4.9020 2.3115 -5.3547
H 3.4773 0.7605 -6.6309
H 1.9688 -0.8102 -5.4253
H 1.9014 -0.8361 -2.9966
C -4.1712 1.9130 -2.5316
N -2.8536 1.6561 -3.1039
C -1.9685 2.8148 -3.1156
C -2.3504 0.4017 -3.1653
S -0.7173 0.1003 -2.7919
N -3.1741 -0.5712 -3.5898
C -2.8617 -1.9797 -3.4383
C -4.3521 -0.2977 -4.3989
H -4.0469 2.5944 -1.6865
H -4.6011 0.9913 -2.1515
H -4.8481 2.3744 -3.2544
H -2.5042 3.6423 -3.5831
H -1.0749 2.5928 -3.6911
H -1.6700 3.1106 -2.1000
H -2.0942 -2.1136 -2.6831
H -2.4989 -2.3980 -4.3804
H -3.7726 -2.5057 -3.1526
H -4.2658 0.6844 -4.8564
H -5.2769 -0.3423 -3.8198
H -4.4050 -1.0499 -5.1863
O -0.0545 1.9847 -0.0997
C 0.2026 3.3135 0.1817
C 1.1000 3.3792 1.4134
C 2.4407 3.6106 1.4887
C 2.9552 3.4704 2.8087
C 1.9894 3.1337 3.7054
S 0.4548 2.9945 2.9635
C -1.1291 4.0163 0.4614
C -2.3674 3.4510 0.5029
C -3.3945 4.3728 0.8520
C -2.9119 5.6221 1.0792
S -1.2155 5.6881 0.8717
C 0.8981 3.9225 -1.0322
C 1.1371 3.2646 -2.1994
C 1.8011 4.0675 -3.1691
C 2.0552 5.3224 -2.7149
S 1.4944 5.5387 -1.1109
H 3.0385 3.8720 0.6278
H 3.9921 3.6202 3.0738
H 2.0950 2.9773 4.7672
H -2.5616 2.4041 0.3210
H -4.4377 4.1062 0.9436
H -3.4576 6.5084 1.3595
H 0.8408 2.2370 -2.3527
H 2.0818 3.7139 -4.1515
H 2.5469 6.1334 -3.2274

---

[2]
138
Properties=species:S:1:pos:R:3 method="wB97M-V/def2-TZVPD" smiles="O=C1C=C(O)C(=O)C=C1O.O=C1C=C(O)C(=O)C=C1O.O=C1C=C(O)C(=O)C=C1O.O=C1C=C(O)C(=O)C=C1O.O=C1C=C(O)C(=O)C=C1O.O=C1C=C(O)C(=O)C=C1O.O=C1C=C(O)C(=O)C=C1O.COCCOC.COCCOC.ClCCCl" multiplicity=1 molar_mass_g_mol=1259.86 max_force_ev_per_a=3.993 total_charge=0 orbital_gap_ha=0.2721 e_tot_ev=-145319.15380 lumo_energy_ev=-2.2
O 4.2149 11.3381 -5.6749
C 3.1633 10.7772 -5.9521
C 2.8647 10.0759 -7.2168
C 1.6921 9.4745 -7.4326
O 1.5243 8.6730 -8.5366
C 0.6450 9.3382 -6.4751
O -0.3072 8.6273 -6.5250
C 0.9212 9.9843 -5.2123
C 2.1040 10.5891 -4.9286
O 2.3563 11.1006 -3.6787
H 3.6023 9.8240 -7.9644
H 0.7938 8.0696 -8.3819
H 0.1497 10.1418 -4.4732
H 3.2469 11.4586 -3.6916
O -0.8666 13.6367 2.4093
C -0.3587 14.5185 3.0448
C -1.1259 15.0554 4.1896
C -0.5948 15.8604 5.0916
O -1.3297 16.2765 6.1878
C 0.9143 16.2842 5.1584
O 1.4583 16.9050 6.0501
C 1.6212 15.7777 3.9747
C 1.0392 15.0701 2.9570
O 1.6546 14.6992 1.8195
H -2.1719 14.7865 4.1917
H -0.7514 16.8193 6.7287
H 2.5596 16.2504 3.7250
H 1.1459 14.1352 1.2323
O 6.5934 13.3376 -0.3737
C 6.8775 14.2807 0.4202
C 7.3499 15.5668 0.0460
C 7.6983 16.5890 0.8808
O 7.8571 17.8105 0.3221
C 7.6649 16.4853 2.3534
O 8.1084 17.2500 3.2193
C 7.0105 15.1818 2.6975
C 6.6019 14.2238 1.8287
O 6.0677 13.1107 2.3201
H 7.3149 15.7257 -1.0217
H 8.1191 18.3622 1.0627
H 6.8856 15.0907 3.7664
H 5.8084 12.5283 1.6023
O 1.7739 20.6877 3.2106
C 2.5829 21.5768 3.2694
C 4.0013 21.4274 2.8945
C 4.8638 22.4244 3.1229
O 6.1616 22.2412 2.7281
C 4.5911 23.6951 3.7945
O 5.4069 24.5864 3.9250
C 3.2502 23.7734 4.3271
C 2.3384 22.8494 4.0561
O 1.1349 22.8399 4.7097
H 4.3333 20.6753 2.1941
H 6.7080 23.0255 2.8176
H 2.9560 24.7097 4.7779
H 0.8030 21.9424 4.6333
O 6.9326 18.7585 12.7613
C 6.8245 18.9631 11.5582
C 7.8271 18.5309 10.5430
C 7.5905 18.6996 9.1920
O 8.5150 18.1397 8.3534
C 6.4236 19.4307 8.6327
O 6.1304 19.5891 7.4608
C 5.5877 20.0010 9.6299
C 5.7120 19.8206 10.9766
O 4.9173 20.3539 11.9821
H 8.7317 18.1292 10.9751
H 8.0949 18.3458 7.5152
H 4.6957 20.5377 9.3423
H 5.4096 20.4000 12.8050
O 2.8634 8.6998 0.8081
C 1.9909 7.9440 0.4652
C 0.5843 8.3821 0.1193
C -0.2774 7.5562 -0.4845
O -1.4943 8.0374 -0.9740
C -0.1304 6.0958 -0.7229
O -0.9429 5.4271 -1.3632
C 1.1661 5.6790 -0.3299
C 2.1337 6.4641 0.2438
O 3.3517 5.9352 0.6621
H 0.3657 9.4313 0.2525
H -1.8904 7.2987 -1.4420
H 1.5905 4.7012 -0.5032
H 3.7759 6.5357 1.2794
O 9.8761 23.3662 6.6895
C 10.9595 23.1443 6.1414
C 11.0833 22.0032 5.2813
C 12.2269 21.6460 4.6492
O 12.3126 20.4557 3.9934
C 13.4122 22.4820 4.5716
O 14.4419 22.1719 3.9372
C 13.2844 23.5794 5.4862
C 12.2393 23.9351 6.2348
O 12.2959 25.0317 7.0574
H 10.2091 21.3706 5.2382
H 13.1107 20.4652 3.4601
H 14.2132 24.1197 5.5947
H 11.3953 25.1033 7.3821
C 6.8768 4.5622 4.5818
O 6.6069 5.2884 5.7765
C 5.9404 6.5098 5.4674
C 6.7713 7.4306 4.5055
O 6.7588 7.0466 3.1612
C 7.6392 7.6822 2.3017
H 6.0623 4.5227 3.8585
H 7.0638 3.5336 4.8904
H 7.8368 4.9092 4.1996
H 5.7662 6.9270 6.4592
H 4.9118 6.3594 5.1395
H 7.7970 7.4696 4.8722
H 6.3637 8.4245 4.6902
H 7.6134 8.7706 2.2482
H 7.5591 7.2683 1.2965
H 8.5932 7.2588 2.6159
C 16.5542 18.5263 2.2384
O 15.4841 18.8940 1.3944
C 15.6900 19.2613 0.0562
C 14.3342 19.5528 -0.5979
O 13.6077 20.5867 -0.0222
C 12.4453 20.9779 -0.7589
H 16.1220 18.5036 3.2388
H 17.2922 19.3245 2.1585
H 16.9036 17.5114 2.0484
H 16.1997 18.4295 -0.4299
H 16.3453 20.1259 -0.0497
H 13.7750 18.6195 -0.6646
H 14.6146 19.6566 -1.6461
H 12.6216 21.3572 -1.7655
H 11.9159 21.8173 -0.3080
H 11.7689 20.1251 -0.8155
Cl 10.5399 9.4317 -2.6295
C 10.3212 11.2683 -2.8140
C 9.4807 11.4166 -4.0792
Cl 9.1477 13.1918 -4.3748
H 11.3218 11.6800 -2.9458
H 9.8844 11.6689 -1.8992
H 8.5177 10.9062 -4.0644
H 10.0203 11.0962 -4.9704

---

Among the records above, which one has the highest multiplicity?
C52H52BrGeN3O7S5Sc

---

Look up the multiplicity of the first one.
2

---

Which value of multiplicity does entry 2 give?
1

---

Which of these has the highest multiplicity?
C52H52BrGeN3O7S5Sc